Here is a structure of composition C21H31N7O5PRbSe2 from the OMol25 dataset. Energies are from ωB97M-V with the def2-TZVPD basis set.

```
68
Properties=species:S:1:pos:R:3:forces:R:3
Rb 0.419406 0.937549 -0.508260 0.1 0.0 0.0
C -1.548744 -0.547612 3.660707 0.0 0.0 0.0
Se -1.185081 1.006984 2.553906 0.0 -0.1 0.0
C -3.031854 1.457945 2.165825 0.0 0.1 0.1
C -3.761692 0.471620 1.279246 -0.1 0.0 -0.1
Se -3.193487 0.450872 -0.584305 0.0 0.0 -0.1
C -3.807740 2.224671 -1.075134 0.0 0.0 0.0
H -2.143500 -0.263753 4.526920 0.0 0.0 0.0
H -0.588383 -0.931233 3.999241 0.0 0.0 0.0
H -2.050708 -1.327509 3.090987 0.0 0.0 0.0
H -2.992495 2.455685 1.732454 0.0 0.0 0.0
H -3.551028 1.529411 3.123704 0.0 0.0 0.0
H -4.830152 0.694581 1.267451 0.0 0.0 0.0
H -3.636578 -0.553160 1.627166 0.0 0.0 0.0
H -4.867892 2.322577 -0.854274 0.0 0.0 0.0
H -3.648088 2.332838 -2.145878 0.0 0.0 0.0
H -3.212964 2.966974 -0.549318 0.0 0.0 0.0
O 5.243311 0.355656 -1.815578 0.0 0.0 0.0
C 4.232664 0.624297 -1.209275 0.1 0.0 -0.1
O 3.026584 0.192319 -1.566730 0.0 -0.1 -0.1
C 4.219740 1.505583 0.003784 0.1 0.0 0.1
C 5.387704 2.165108 0.352179 0.0 0.0 0.0
C 5.359805 3.014962 1.446967 0.0 0.0 0.0
C 4.176190 3.162399 2.145392 0.0 0.0 0.0
C 3.064957 2.442050 1.727383 0.0 0.0 0.0
N 3.076758 1.628310 0.677175 0.0 0.1 0.0
H 6.277185 2.012521 -0.241686 0.0 0.0 0.0
H 6.244868 3.564045 1.740061 0.0 0.0 0.0
H 4.092641 3.840580 2.982370 0.0 0.0 0.0
H 2.119008 2.542230 2.248200 0.0 0.0 0.0
N 0.916706 -2.211141 0.912425 0.0 0.0 0.0
C -0.311839 -2.800005 1.180874 0.0 0.0 0.0
C -0.502799 -3.695630 2.234104 0.0 0.0 0.0
C -1.759145 -4.220096 2.496003 0.0 0.0 0.0
C -2.855224 -3.873627 1.717253 0.0 0.0 0.0
C -2.675195 -2.977034 0.670301 0.0 0.0 0.0
C -1.423462 -2.444169 0.409011 0.0 0.0 0.0
H 1.686040 -2.585428 1.445918 0.0 0.0 0.0
H 1.134236 -2.170839 -0.082054 0.0 0.0 0.0
H 0.341914 -3.981875 2.850425 0.0 0.0 0.0
H -1.880476 -4.911482 3.320464 0.0 0.0 0.0
H -3.832272 -4.286839 1.927582 0.0 0.0 0.0
H -3.527571 -2.667248 0.073100 0.0 0.0 0.0
H -1.274089 -1.698163 -0.364133 0.0 0.0 0.0
O -1.133721 3.147117 0.272577 0.0 0.0 -0.1
N -0.011915 3.689085 0.513636 -0.1 0.0 0.1
C -0.023239 4.709761 1.353550 0.0 0.0 0.1
C 1.221984 5.313718 1.693415 0.0 0.1 0.0
N 2.224723 5.804985 1.976530 0.0 0.0 0.0
C -1.241128 5.153015 1.960575 0.0 0.0 0.0
N -2.235501 5.486618 2.434725 0.0 0.0 0.0
N -2.060480 -1.894556 -3.075485 0.0 0.0 0.1
C -0.958440 -2.585317 -3.823310 0.0 -0.1 0.0
P 0.542477 -1.664821 -3.201248 0.0 0.0 0.0
O 1.024098 -2.365129 -1.976018 0.0 0.0 0.0
O -0.035613 -0.271410 -3.117174 -0.1 0.0 0.1
C 1.827984 -1.767889 -4.481609 0.1 0.0 0.0
N 3.101418 -1.536326 -3.786380 0.0 0.0 0.0
H -1.704011 -0.905467 -2.983591 0.0 0.0 0.0
H -2.150056 -2.261310 -2.124352 0.0 0.0 0.0
H -2.973786 -1.927456 -3.519732 0.0 0.0 0.0
H -1.131240 -2.434041 -4.887512 0.0 0.0 0.0
H -0.951898 -3.644483 -3.582304 0.0 0.0 0.0
H 1.657798 -0.973644 -5.208049 0.0 0.0 0.0
H 1.778197 -2.732346 -5.000451 0.0 0.0 0.0
H 3.323187 -2.336262 -3.203424 0.0 0.0 0.0
H 3.116404 -0.365199 -2.391473 0.0 0.0 0.0
H 3.865511 -1.393600 -4.434865 0.0 0.0 0.0
```
Positions in Å, forces in eV/Å.

Computed properties:
* E_LUMO: -0.60 eV
* orbital gap: 7.2546 eV
* multiplicity: 1
* highest occupied orbital energy: -7.86 eV
* max |F|: 0.15 eV Å⁻¹

Atom charges from the natural (NBO) analysis, given in e for atoms 1 to 6: Rb 0.891; C -0.800; Se 0.284; C -0.595; C -0.559; Se 0.188

=====

Here is the molecule C21H31NO6 from the OMol25 dataset. Energies are from ωB97M-V with the def2-TZVPD basis set.

```
59
Properties=species:S:1:pos:R:3:forces:R:3
C 4.989915 3.170050 -0.470973 0.0 -0.5 0.0
C 5.410059 1.721267 -0.627888 0.4 0.2 -0.2
O 4.334022 0.886691 -0.188315 -0.3 0.4 0.1
C 4.468542 -0.424388 -0.398607 -0.2 -0.3 0.2
O 5.432020 -0.926253 -0.913989 0.1 0.0 -0.1
C 3.228400 -1.166044 0.056142 0.3 -0.1 -0.2
C 2.185118 -1.092457 -1.075539 -0.1 0.0 0.1
C 1.137839 -2.203889 -0.876535 0.0 0.3 -0.3
N 1.070211 -2.580056 0.514400 0.0 -0.2 0.0
C 0.254787 -1.980892 1.418948 -0.1 -0.1 -0.1
O 0.348104 -2.178306 2.615555 -0.1 0.1 0.3
C -0.772907 -1.054589 0.841702 -0.3 0.3 0.1
C -1.933153 -1.544113 0.261949 0.0 -0.1 0.0
C -2.876858 -0.654492 -0.239003 0.1 0.3 0.0
O -4.054910 -1.014709 -0.804893 0.1 0.3 0.0
C -4.384150 -2.385515 -0.891041 -0.2 -0.4 0.0
C -5.761865 -2.484819 -1.527175 0.4 0.2 0.2
C -2.637905 0.729253 -0.179389 -0.2 0.1 -0.1
O -3.558638 1.560194 -0.770273 0.6 -0.3 -0.1
C -4.253401 2.449348 0.089849 -0.4 0.3 0.4
C -5.109706 1.713158 1.114756 0.2 0.1 -0.3
C -1.464658 1.212451 0.419262 -0.3 0.0 -0.2
O -1.324165 2.567650 0.452884 -0.3 -0.3 -0.2
C -0.177524 3.151325 1.038217 0.4 0.2 0.1
C 1.043100 3.128607 0.122446 -0.4 -0.1 0.1
C -0.542424 0.307715 0.935462 0.1 0.0 0.1
C 2.257527 -3.271333 0.980909 0.1 -0.2 0.3
C 3.519029 -2.631229 0.379782 0.0 0.2 0.0
H 4.758884 3.380860 0.569614 0.0 0.1 0.1
H 5.797720 3.820040 -0.793841 0.1 0.1 0.0
H 4.107701 3.372180 -1.072307 -0.1 0.1 -0.1
H 6.296586 1.495356 -0.025199 -0.1 0.0 -0.1
H 5.638461 1.479552 -1.671634 0.0 0.0 0.2
H 2.837812 -0.662573 0.945298 0.0 0.0 0.0
H 2.678044 -1.223307 -2.040347 0.0 0.0 0.0
H 1.705802 -0.113049 -1.068468 0.0 0.0 0.0
H 0.159423 -1.872337 -1.222993 0.1 -0.1 0.0
H 1.421950 -3.096727 -1.440737 -0.1 0.0 0.0
H -2.091683 -2.609719 0.223721 -0.1 -0.1 0.0
H -3.643926 -2.916023 -1.506768 0.0 0.1 0.1
H -4.395124 -2.837017 0.111051 0.1 0.1 -0.1
H -6.491785 -1.965744 -0.912498 -0.1 0.0 0.1
H -6.052286 -3.527083 -1.623620 0.0 -0.1 0.0
H -5.747905 -2.022642 -2.510096 0.0 0.0 -0.1
H -3.550988 3.122652 0.594499 -0.1 -0.1 -0.1
H -4.883502 3.033600 -0.585206 0.1 0.0 0.1
H -4.478622 1.154852 1.803787 0.0 0.0 0.1
H -5.704609 2.425360 1.680393 -0.1 0.1 0.1
H -5.771424 1.014869 0.608314 -0.1 -0.1 0.0
H -0.473758 4.188827 1.221130 0.1 -0.2 0.1
H 0.046823 2.682800 2.003943 -0.1 0.1 -0.1
H 1.839861 3.716865 0.569357 0.1 0.1 0.0
H 0.783133 3.558020 -0.842015 0.0 0.1 -0.1
H 1.405800 2.116388 -0.035886 0.1 -0.1 0.0
H 0.361094 0.645880 1.415878 0.1 0.1 0.1
H 2.255793 -3.192146 2.070427 0.0 -0.1 -0.2
H 2.195762 -4.330388 0.709004 0.0 0.0 0.1
H 3.821331 -3.137992 -0.537381 0.1 0.0 0.0
H 4.347203 -2.705995 1.083918 0.0 -0.1 0.0
```
Positions in Å, forces in eV/Å.

Computed properties:
* E_LUMO: 0.72 eV
* orbital gap: 9.0245 eV
* SMILES string: CCOC(=O)C1CCN(C(=O)c2cc(OCC)c(OCC)c(OCC)c2)CC1
* multiplicity: 1
* highest occupied orbital energy: -8.31 eV
* max |F|: 0.65 eV Å⁻¹

Atom charges from the natural (NBO) analysis, given in e for atoms 1 to 6: C -0.623; C -0.072; O -0.516; C 0.818; O -0.601; C -0.323

=====

Here is a structure of composition C21H31O3Sn in a non-equilibrium geometry from the OMol25 dataset. Energies are from ωB97M-V with the def2-TZVPD basis set.

```
56
Properties=species:S:1:pos:R:3:forces:R:3
O 0.544699 -1.590882 -1.775288 -0.9 -0.3 1.0
C -0.192886 -2.777341 -2.066862 -0.4 0.5 0.0
C 0.899955 -3.658965 -1.493142 0.7 0.0 -0.7
H -0.381763 -2.906166 -3.131207 -0.2 0.1 -0.2
H -1.133496 -2.695280 -1.500809 0.1 -0.7 -0.3
C 1.476496 -2.330839 -0.936203 0.1 -0.5 0.2
H 1.573341 -4.102346 -2.257697 -0.6 0.0 0.4
H 0.541091 -4.368881 -0.769388 0.3 -0.5 0.3
C 2.807837 -1.792325 -1.424996 -0.1 -0.4 0.3
H 2.836362 -1.902497 -2.517175 0.2 -0.1 0.3
H 3.659379 -2.304507 -0.969114 0.0 0.3 0.0
H 2.771333 -0.712169 -1.204719 0.4 -0.4 0.1
C 1.263731 -2.323177 0.586754 0.4 0.3 0.4
H 0.301157 -2.781916 0.881772 0.4 0.4 -0.3
H 1.318245 -1.309433 1.023110 -0.1 -0.5 -0.3
H 2.059132 -2.934905 1.089259 -0.4 0.4 -0.6
Sn -0.516265 0.794496 1.322960 -0.7 -0.3 -1.1
C -2.629602 -1.038420 3.504916 -0.2 -0.1 0.4
C -3.186823 -0.031074 2.698975 0.6 -0.4 -0.6
C -2.724542 -0.247802 1.336481 -1.1 -2.0 1.4
H -3.985606 0.656155 2.978994 0.6 0.2 0.1
C -2.066915 -1.547559 1.334690 -0.9 0.7 1.5
C -1.915393 -1.954292 2.680918 -0.8 0.1 -0.8
H -1.418465 -2.867305 3.009528 -0.1 0.3 0.0
H -2.806447 -1.171822 4.592971 0.2 0.2 -0.9
H -3.043488 0.310795 0.480884 -0.4 0.0 -0.4
H -1.872132 -2.161372 0.481273 0.6 0.1 -0.4
C 0.500259 1.208416 4.224711 -0.1 0.1 -0.2
C 1.617526 0.417173 3.881725 0.2 0.0 0.2
C 2.124642 0.842001 2.647132 0.0 1.6 -0.2
H 2.074876 -0.351162 4.512057 -0.4 0.2 -0.3
C 1.318550 1.945581 2.181562 1.1 0.4 1.6
C 0.267228 2.154833 3.193613 1.4 0.4 -0.2
H -0.400872 3.020890 3.245258 0.3 -0.5 -0.1
H -0.037859 1.202496 5.176411 0.1 -0.3 -0.5
H 3.048368 0.507105 2.161646 -0.6 -0.1 0.1
H 1.537841 2.592325 1.309890 -0.3 -0.5 0.7
O 0.846456 1.114629 -2.167393 1.2 -0.1 -2.6
C 1.563058 0.422423 -3.284708 -0.2 -0.6 0.5
C 1.195664 1.038849 -4.633363 0.6 -0.4 0.4
H 1.255247 -0.643836 -3.310515 0.1 1.0 0.3
H 2.661843 0.376550 -3.158646 -0.5 0.6 0.5
C 0.024478 1.954779 -4.306726 -0.1 -0.4 -0.3
H 0.911682 0.194280 -5.261885 -0.2 0.2 -0.3
H 2.071134 1.471936 -5.135399 -0.3 0.4 0.3
C -0.101111 2.022302 -2.776003 0.1 -0.2 0.1
H -0.849435 1.484951 -4.736477 -0.5 0.0 0.0
H 0.116278 2.909842 -4.795886 0.1 0.5 0.1
H -1.089861 1.716897 -2.447931 -0.2 -0.1 0.0
H 0.019187 3.033796 -2.391721 0.3 0.0 0.1
C -2.761711 3.207593 1.684834 -0.6 1.3 0.3
C -1.689865 2.747767 0.761562 1.6 -2.6 0.8
O -1.307681 3.218342 -0.285810 -0.7 1.4 -0.5
H -2.567614 2.850765 2.719291 -0.1 0.1 -0.7
H -3.719563 2.766732 1.345933 0.3 0.3 0.2
H -2.807680 4.321573 1.689952 -0.3 -0.5 -0.1
```
Positions in Å, forces in eV/Å.

Computed properties:
* E_LUMO: 2.87 eV
* net charge: -1
* orbital gap: 5.6584 eV
* multiplicity: 1
* highest occupied orbital energy: -2.78 eV
* max |F|: 3.13 eV Å⁻¹

Atom charges from the natural (NBO) analysis, given in e for atoms 1 to 6: O -0.539; C -0.061; C -0.456; H 0.161; H 0.181; C 0.275

=====

Here is a structure of composition C21H31O4Ti in a non-equilibrium geometry from the OMol25 dataset. Energies are from ωB97M-V with the def2-TZVPD basis set.

```
57
Properties=species:S:1:pos:R:3:forces:R:3
O -3.899587 0.659193 -2.052011 -3.2 0.5 -0.8
C -5.120667 -0.193091 -2.132438 0.1 -1.0 0.4
C -6.105246 0.903530 -2.477520 1.7 -0.2 0.4
H -5.361682 -0.623108 -1.153308 0.4 -0.2 -0.2
H -5.060422 -0.963797 -2.913980 0.1 0.3 0.6
C -4.836558 1.755169 -2.558656 0.4 0.2 0.1
H -6.673808 1.136178 -1.601070 -0.6 0.4 0.2
H -6.726471 0.891682 -3.331754 -0.5 -0.5 -1.1
C -5.061600 2.844435 -1.549819 0.4 0.5 -0.2
H -5.497741 2.402786 -0.638455 0.6 0.4 -0.2
H -5.797855 3.515065 -1.983067 -0.4 0.1 -0.1
H -4.186037 3.453167 -1.383832 0.0 0.0 0.5
C -4.354738 2.174409 -3.946705 0.3 0.3 0.3
H -3.930029 1.344830 -4.525032 -0.5 -0.1 0.2
H -3.492606 2.831758 -3.824372 0.0 0.2 0.1
H -5.123339 2.704918 -4.527863 0.1 -0.2 0.2
Ti -1.544459 1.166698 -0.601362 1.0 -3.0 -1.0
C 0.725564 1.056164 -0.915940 1.1 -1.1 -0.1
C 0.525199 -0.304095 -0.481330 1.4 1.0 -0.7
C 0.107245 -1.060070 -1.595133 -0.5 0.6 0.5
H 0.850660 -0.679801 0.490811 -0.2 0.0 -0.4
C -0.197672 -0.163881 -2.637133 1.1 0.3 0.2
C 0.260356 1.141021 -2.272334 0.3 -0.5 0.8
H 0.450776 1.985174 -2.918281 -0.4 0.0 -0.1
H 1.365689 1.747990 -0.352521 -0.7 -0.3 -0.5
H 0.111702 -2.136889 -1.620643 -0.8 -0.1 0.0
H -0.496431 -0.457633 -3.624230 -0.3 0.0 -0.2
C -0.336713 3.046819 0.956202 -0.6 0.1 -0.3
C -0.555431 3.436398 -0.399185 -0.7 1.0 1.0
C -1.956996 3.290821 -0.689614 -0.1 1.2 0.5
H 0.199707 3.899631 -1.051424 -0.5 -0.5 0.2
C -2.588413 2.696306 0.506061 0.4 1.7 -0.2
C -1.545973 2.526088 1.471047 0.1 0.7 -0.1
H -1.642839 2.129008 2.484697 -0.1 0.0 -0.5
H 0.611095 2.952946 1.487826 -0.2 0.2 -0.3
H -2.447081 3.638105 -1.621682 0.6 -0.2 0.9
H -3.658919 2.623240 0.689606 0.4 -0.3 -0.1
O -2.711816 -2.265796 -2.899003 -1.4 0.7 0.1
C -3.134294 -1.682653 -4.158293 -0.2 -0.6 0.9
C -3.995442 -2.812650 -4.736807 0.5 -0.3 0.2
H -2.207959 -1.394671 -4.690264 -0.6 -0.4 0.1
H -3.778754 -0.754217 -4.077399 1.1 -0.9 0.2
C -4.641908 -3.530496 -3.465286 0.3 0.0 -2.0
H -3.382811 -3.570113 -5.263914 -0.2 0.5 0.1
H -4.699453 -2.364530 -5.430243 -0.4 -0.4 -0.2
C -3.834962 -3.030643 -2.292732 1.8 0.7 0.3
H -4.616130 -4.604543 -3.697782 0.1 0.2 0.5
H -5.680580 -3.235814 -3.411287 -0.4 0.0 0.3
H -3.263791 -3.719291 -1.636105 -0.8 0.0 -0.6
H -4.482697 -2.417992 -1.632320 0.8 -0.3 -0.4
C -0.893756 -1.000423 2.657916 -0.1 0.0 0.5
C -1.564071 -1.252585 1.330529 -1.8 1.6 -2.1
O -1.622061 -2.406313 0.941014 0.1 -0.5 0.1
O -2.137702 -0.251456 0.644417 0.4 -2.2 2.3
H -1.649857 -0.793668 3.427591 0.0 -0.1 -0.2
H -0.203472 -0.148519 2.698517 0.0 -0.3 -0.3
H -0.442993 -1.975095 2.878515 0.3 0.5 0.3
```
Positions in Å, forces in eV/Å.

Computed properties:
* E_LUMO (alpha / beta): 2.63 / 2.62 eV
* expectation value of S²: 2.01
* net charge: -1
* orbital gap (alpha / beta): 3.9935 / 6.2258 eV
* multiplicity: 3
* highest occupied orbital energy (alpha / beta): -1.36 / -3.60 eV
* max |F|: 3.33 eV Å⁻¹

Atom charges from the natural (NBO) analysis, given in e for atoms 1 to 6: O -0.541; C -0.056; C -0.470; H 0.192; H 0.179; C 0.287